Record 1
The following is a DFT calculation (ωB97M-V with the def2-TZVPD basis set) of a molecular structure, C17H40HgN2O7S.

Last column: Löwdin charge in e.
Cartesian coordinates (Å):
Hg -0.0130 -0.3374 -1.0739  1.223
C 1.0487 -2.9635 -4.3649  -0.018
C 0.7753 -2.0168 -3.2174  -0.743
O -0.1332 -1.1505 -3.3906  -0.098
O 1.4332 -2.0815 -2.1413  -0.098
H 1.5607 -2.3833 -5.1361  0.081
H 0.1337 -3.3730 -4.7804  0.072
H 1.7246 -3.7671 -4.0724  0.070
C -2.0775 2.6519 1.7027  -0.078
C -0.6300 2.5022 1.2385  -0.648
C 0.3255 2.5817 2.4226  -0.067
O -0.4329 1.3853 0.4775  -0.354
H -2.2272 3.6109 2.2217  0.073
H -2.5068 1.8170 2.2584  0.066
H -2.7473 2.7942 0.8351  0.056
H -0.4184 3.4096 0.6237  0.110
H 1.3376 2.3979 2.0513  0.069
H 0.1276 1.8381 3.2054  0.056
H 0.2712 3.5356 2.9575  0.072
C 0.2577 4.2373 -2.4776  -0.064
C 0.6138 2.7541 -2.5926  -0.380
C 1.8517 2.4087 -1.7732  -0.200
O 2.0088 1.0013 -1.7183  -0.261
C 3.2578 0.6232 -1.1584  -0.085
N -0.5384 1.9257 -2.1340  0.022
H -0.2399 4.5099 -1.5455  0.069
H -0.4031 4.5175 -3.3033  0.076
H 1.1337 4.8916 -2.5637  0.079
H 0.8447 2.5428 -3.6383  0.141
H 1.8063 2.8590 -0.7715  0.131
H 2.7301 2.8296 -2.2845  0.133
H 3.1675 -0.3798 -0.7579  0.063
H 3.4890 1.2760 -0.3117  0.090
H 4.0083 0.6679 -1.9484  0.097
H -1.3570 2.1398 -2.6968  0.080
H -0.7533 2.2419 -1.1705  0.040
C -2.8288 -1.5976 1.3136  -0.032
C -2.5310 -2.2349 -0.0435  -0.381
C -3.2462 -1.5544 -1.1970  -0.192
O -2.6638 -0.3106 -1.5338  -0.227
C -3.4661 0.7947 -1.2190  -0.109
N -1.0496 -2.2773 -0.2839  0.030
H -2.8360 -0.5115 1.2879  0.061
H -2.1050 -1.9526 2.0556  0.070
H -3.7773 -1.9847 1.6959  0.085
H -2.9433 -3.2538 -0.0228  0.138
H -4.3125 -1.4670 -0.9777  0.131
H -3.1478 -2.1934 -2.0866  0.133
H -3.6907 0.8773 -0.1514  0.077
H -4.4147 0.7700 -1.7741  0.097
H -2.9576 1.7090 -1.5260  0.070
H -0.6702 -2.7033 0.5568  0.073
H -0.9277 -2.9777 -1.0168  0.097
C 0.9250 -2.4926 3.8024  -0.214
C 2.3317 -3.1070 3.6906  -0.207
C 2.7903 -2.6944 2.3046  -0.215
S 2.1791 -0.9980 2.0832  0.674
O 1.2924 -1.0322 0.9428  -0.385
O 3.2128 -0.0125 2.2077  -0.301
C 1.1785 -1.0064 3.5642  -0.224
H 0.4719 -2.6597 4.7786  0.118
H 0.2694 -2.8925 3.0258  0.102
H 2.3393 -4.1780 3.8751  0.117
H 2.9941 -2.6056 4.4015  0.119
H 2.2337 -3.2107 1.5095  0.103
H 3.8068 -2.7953 1.9237  0.111
H 0.3265 -0.3378 3.4641  0.094
H 1.7870 -0.6072 4.3781  0.112

Cartesian forces, eV/Å:
-0.1 1.1 -0.5
0.7 0.0 0.1
-0.5 0.8 0.4
0.1 -0.5 0.1
0.0 -0.4 -0.2
-0.2 0.0 -0.1
-0.1 0.1 0.0
-0.1 0.0 0.1
-0.9 1.1 -0.8
-0.1 -0.2 0.0
0.3 -0.1 0.4
-0.2 -0.7 0.1
0.2 -0.3 0.4
0.4 -0.1 0.3
0.3 -0.3 0.0
0.0 0.2 0.2
0.0 0.2 0.1
-0.2 -0.2 -0.3
0.1 0.1 -0.3
0.4 0.5 -0.4
-0.6 -0.1 0.5
0.1 0.0 -0.3
-0.1 0.2 0.2
-0.3 0.2 0.2
0.5 0.7 0.0
0.0 -0.3 0.1
-0.1 0.0 0.1
0.0 -0.1 0.0
-0.2 -0.3 0.0
-0.1 -0.3 0.1
-0.1 0.1 0.1
0.0 -0.2 -0.3
0.2 0.0 -0.1
0.3 0.0 0.2
0.2 -0.2 -0.3
0.1 -0.6 -0.3
0.0 -0.6 0.2
0.0 0.2 0.4
0.5 -0.3 -0.7
-0.2 -0.1 0.2
-0.6 0.6 -0.1
-1.6 -0.9 0.0
0.2 0.0 0.0
0.1 0.3 -0.1
-0.2 0.3 -0.2
0.2 0.0 0.0
0.0 0.1 0.1
0.0 0.1 0.1
0.1 -0.1 0.0
0.0 -0.2 0.0
0.1 -0.2 0.2
0.5 0.3 -0.1
0.5 0.3 -0.1
0.2 0.3 0.3
0.1 0.3 -0.1
-0.4 -0.2 -1.6
-0.3 -0.2 0.6
0.5 -0.1 0.2
0.3 0.1 -0.3
-0.1 0.1 0.3
0.0 0.0 0.0
0.0 -0.1 0.1
0.1 0.0 -0.2
-0.1 -0.3 0.3
-0.2 -0.1 0.4
0.3 0.3 0.9
-0.1 -0.2 -0.4
0.1 0.0 -0.1

Output
2S+1: 1
ΔE to the lowest compared entry with this formula, charge and spin: 0.732 eV

---

Record 2
The following is a DFT calculation (ωB97M-V with the def2-TZVPD basis set) of 5 unconnected molecules or ions with the total composition C17H40N2O7PS.

Last column: Löwdin charge in e.
Cartesian coordinates (Å):
C -0.9802 -0.6135 -5.8731  -0.032
C -0.2441 -1.5518 -4.9227  -0.140
C 1.1979 -1.5296 -4.6523  -0.023
N 1.9340 -2.2518 -3.8398  0.110
N 1.2867 -3.1599 -3.1340  -0.123
P 2.2138 -4.1439 -1.9723  0.542
O 2.2176 -3.4297 -0.6646  -0.256
O 3.7327 -4.3770 -2.5132  -0.077
O 1.5339 -5.5972 -1.7747  -0.087
C -0.0394 -3.3374 -3.2957  -0.034
C -0.9345 -2.6173 -4.1500  -0.471
S -2.6977 -2.9340 -4.3014  0.831
H -0.2835 0.0018 -6.4800  0.100
H -1.5557 0.1072 -5.2282  0.125
H -1.7463 -1.1437 -6.4887  0.092
H 1.7696 -0.7704 -5.2346  0.148
H 4.1209 -3.4729 -2.4869  0.107
H 1.2328 -5.6378 -0.8409  0.119
H -0.4983 -4.1389 -2.6700  0.146
H -2.8510 -3.4117 -5.5880  -0.070
C -0.9544 -3.1167 2.8367  -0.061
C 0.3254 -3.3421 3.6271  -0.490
C 1.1664 -2.0781 3.6849  -0.061
O 1.0821 -4.3872 3.0196  -0.056
H -0.7289 -2.8337 1.8031  0.075
H -1.5441 -4.0350 2.7922  0.081
H -1.5650 -2.3315 3.2871  0.067
H 0.0787 -3.6675 4.6395  0.142
H 1.4604 -1.7624 2.6789  0.065
H 2.0874 -2.2527 4.2441  0.084
H 0.6179 -1.2620 4.1603  0.082
H 1.3051 -4.1064 2.1232  0.065
C 3.3613 1.6390 1.4610  -0.052
C 2.0481 2.0479 0.8138  -0.490
C 0.8567 1.5495 1.6147  -0.053
O 1.9855 1.5172 -0.5142  -0.068
H 3.4454 0.5489 1.5139  0.078
H 4.2072 1.9944 0.8694  0.082
H 3.4471 2.0444 2.4707  0.086
H 2.0043 3.1348 0.7299  0.121
H 0.8576 0.4566 1.6725  0.063
H -0.0793 1.8406 1.1335  0.083
H 0.8672 1.9519 2.6294  0.087
H 2.0243 0.5556 -0.4473  0.075
C 0.3949 6.0397 -1.6330  -0.065
C 1.8895 6.2987 -1.5218  -0.494
C 2.6163 5.8981 -2.7964  -0.065
O 2.4196 5.5640 -0.4201  -0.058
H 0.1962 4.9753 -1.7934  0.077
H -0.1125 6.3219 -0.7085  0.081
H -0.0440 6.6044 -2.4584  0.079
H 2.0644 7.3566 -1.3168  0.140
H 2.4908 4.8291 -2.9950  0.077
H 3.6884 6.0794 -2.6990  0.080
H 2.2440 6.4585 -3.6566  0.079
H 2.2706 4.6262 -0.5914  0.057
C -5.5117 0.9200 4.2845  -0.063
C -4.8509 0.0029 3.2674  -0.500
C -4.6498 -1.3953 3.8309  -0.069
O -3.5875 0.5483 2.8835  -0.066
H -4.8886 1.0226 5.1778  0.083
H -5.6401 1.9217 3.8702  0.081
H -6.4897 0.5383 4.5843  0.082
H -5.4659 -0.0495 2.3667  0.137
H -3.9975 -1.3715 4.7092  0.082
H -4.1652 -2.0385 3.0930  0.068
H -5.6016 -1.8472 4.1171  0.082
H -3.0353 0.5999 3.6729  0.083

Cartesian forces, eV/Å:
0.2 0.2 0.7
-0.4 -2.5 1.8
-0.6 1.7 -1.5
-0.2 0.3 -0.3
-1.7 -0.6 -1.2
2.2 -0.6 4.5
-0.5 -0.2 -2.0
-2.7 0.9 -0.4
0.4 1.6 -1.3
-2.1 -1.1 0.6
2.8 1.8 -1.8
0.3 -0.2 0.3
-0.4 -0.6 0.3
0.4 -0.6 -0.5
0.8 0.3 0.4
-0.3 -0.7 0.6
0.3 -0.6 -0.1
0.2 0.0 -0.4
0.6 0.6 -0.5
0.8 0.4 0.7
-0.2 -0.2 0.1
0.1 0.4 -0.6
0.1 0.1 0.2
0.0 -0.3 0.1
0.1 0.1 0.1
0.0 0.0 0.1
0.0 0.0 -0.1
0.1 -0.2 -0.1
-0.1 0.0 0.0
-0.1 0.0 0.0
0.0 0.0 0.0
0.0 0.1 0.1
0.2 0.2 -0.1
0.1 -0.7 0.4
-0.3 0.2 -0.1
-0.1 0.2 -0.4
-0.1 0.0 0.1
-0.1 0.1 0.1
0.0 0.0 0.0
0.0 -0.1 -0.1
0.1 0.0 0.1
0.0 0.1 0.1
0.0 0.0 0.0
0.0 0.1 0.1
-0.2 0.2 0.1
-0.2 -0.6 -0.3
0.2 0.1 -0.1
0.1 0.2 0.2
0.1 0.0 -0.1
0.0 0.1 -0.1
0.0 0.0 0.0
0.1 -0.1 0.2
-0.1 0.0 0.0
-0.1 0.1 0.0
0.0 0.0 0.0
0.0 0.1 -0.1
-0.2 0.2 -0.1
0.2 0.0 0.7
0.0 -0.2 -0.2
0.0 0.0 -0.4
0.0 -0.1 0.0
0.0 -0.1 0.0
0.0 0.0 0.0
0.2 0.1 -0.1
-0.1 0.1 0.1
-0.1 0.0 0.0
0.1 0.0 0.0
-0.1 0.0 0.0

Output
2S+1: 1
Charge: +1
Calculated total energy: -2047.2383 hartree

---

Record 3
The following is a DFT calculation (ωB97M-V with the def2-TZVPD basis set) of a molecular structure, C17H41BGaNO4PS.

Last column: Löwdin charge in e.
Cartesian coordinates (Å):
C -1.9093 0.5136 -1.0153  -0.117
C -1.2627 1.8194 -1.5100  -0.271
C -1.5798 2.1925 -2.9669  -0.284
C -0.6875 1.5617 -4.0482  -0.439
C -0.9662 0.0530 -4.2111  -0.161
Ga 1.2731 2.0882 -3.8370  0.351
P 2.7585 0.1652 -3.9031  0.151
S 2.4192 -1.3606 -5.1777  -0.123
B 2.0196 3.3064 -5.4273  -0.716
N 2.0611 2.9231 -6.7978  0.117
O 2.4488 4.6252 -5.2031  0.005
H -2.3485 0.6465 -0.0248  0.049
H -1.1842 -0.2982 -0.9397  0.069
H -2.7018 0.1859 -1.6899  0.052
H -0.1825 1.7733 -1.3768  0.052
H -1.6053 2.6348 -0.8667  0.092
H -1.5305 3.2812 -3.0672  0.095
H -2.6246 1.8998 -3.1564  0.098
H -0.9657 2.0452 -4.9895  0.067
H -0.1843 -0.5931 -3.8091  0.014
H -1.9009 -0.2321 -3.7161  0.048
H -1.0773 -0.2258 -5.2610  0.062
H 1.5824 2.7818 -2.4133  -0.057
H 4.0373 0.7043 -4.1775  -0.109
H 3.0770 -0.3292 -2.6154  -0.113
H 2.7463 3.3629 -7.3978  0.061
H 1.9460 1.9443 -7.0126  0.049
H 2.8105 4.7090 -4.3208  0.048
C -0.5118 -0.0254 4.1236  -0.172
C -1.2389 1.3141 4.2119  -0.172
C -0.6216 2.0723 3.0418  -0.204
O -0.3022 1.0944 2.0585  -0.144
C -0.4077 -0.2140 2.6142  -0.206
H -1.0392 -0.8411 4.6166  0.110
H 0.4793 0.0572 4.5738  0.111
H -2.3100 1.1723 4.0470  0.114
H -1.1001 1.8143 5.1685  0.089
H 0.2965 2.5883 3.3483  0.115
H -1.2944 2.8081 2.5976  0.116
H -1.3022 -0.7042 2.2132  0.114
H 0.4643 -0.7929 2.3070  0.119
C 1.1730 -6.3301 -5.0788  -0.177
C 1.0204 -4.8121 -5.0136  -0.194
C -0.1462 -4.6618 -4.0497  -0.195
O -0.0615 -5.7733 -3.1441  -0.149
C 0.8771 -6.7244 -3.6366  -0.225
H 2.1599 -6.6552 -5.4078  0.106
H 0.4274 -6.7626 -5.7511  0.107
H 1.9139 -4.3450 -4.5981  0.078
H 0.8260 -4.3435 -5.9766  0.108
H -1.1065 -4.7091 -4.5753  0.114
H -0.1073 -3.7340 -3.4803  0.115
H 1.7886 -6.6841 -3.0283  0.113
H 0.4450 -7.7234 -3.5405  0.109
C -0.2341 2.5621 9.0777  -0.169
C -0.9738 1.3579 9.6588  -0.171
C -1.3821 0.6139 8.3925  -0.204
O -0.3618 0.8774 7.4318  -0.159
C 0.4817 1.9335 7.8881  -0.204
H 0.4533 3.0344 9.7783  0.110
H -0.9480 3.3150 8.7374  0.113
H -0.2930 0.7480 10.2561  0.112
H -1.8272 1.6268 10.2800  0.109
H -2.3407 0.9835 8.0113  0.118
H -1.4605 -0.4652 8.5304  0.117
H 1.4513 1.5188 8.1844  0.118
H 0.6446 2.6303 7.0641  0.116

Cartesian forces, eV/Å:
0.1 0.0 0.0
-0.2 0.0 0.0
0.2 -0.1 0.0
0.0 -0.2 0.1
-0.1 0.0 0.1
-0.1 0.4 -0.2
-0.1 -0.2 -0.2
0.1 0.1 0.1
-0.1 0.0 0.0
0.3 -0.3 0.1
0.5 -0.1 -0.3
0.0 0.0 0.0
0.0 0.0 -0.1
0.0 0.0 0.0
0.0 0.0 0.0
0.0 0.0 0.0
0.0 0.0 0.0
-0.1 0.1 0.0
-0.1 0.0 0.0
0.0 0.0 0.0
-0.1 0.0 0.0
0.2 0.0 0.0
0.1 -0.1 0.0
0.0 0.0 0.1
0.0 0.0 0.0
-0.2 0.2 -0.1
-0.1 0.0 0.0
-0.4 0.1 0.3
0.0 0.0 0.0
0.0 0.0 0.0
0.0 0.0 0.0
0.0 0.0 -0.1
0.0 0.0 0.0
0.0 0.0 0.0
0.0 0.0 0.0
0.0 0.0 0.0
0.0 0.0 0.0
0.0 0.0 0.0
0.0 0.0 0.0
0.0 0.0 0.0
0.0 0.0 0.0
0.0 0.0 0.0
0.0 0.0 0.0
0.0 0.0 0.0
0.0 0.0 0.0
0.0 0.0 0.0
0.0 0.0 0.0
0.0 0.0 0.0
0.0 0.0 0.0
0.0 0.0 0.0
0.0 0.0 0.0
0.0 0.0 0.0
0.0 0.0 0.0
0.0 0.0 0.0
0.0 0.0 0.0
0.0 0.0 0.0
0.0 0.0 0.0
0.0 0.0 0.0
0.0 0.0 0.0
0.0 0.0 0.0
0.0 0.0 0.0
0.0 0.0 0.0
0.0 0.0 0.0
0.0 0.0 0.0
0.0 0.0 0.0
0.0 0.0 0.0
0.0 0.0 0.0

Output
2S+1: 1
Charge: -1
Calculated total energy: -3717.2946 hartree